Entry from the Open Molecules 2025 dataset: 17 unconnected molecules or ions with the total composition C68H172ClN14O10 at a distorted geometry (ωB97M-V with the def2-TZVPD basis set).

Positions of all 265 atoms, in Å:
N1 4.734 0.216 -5.706
H1 5.426 0.307 -6.437
H2 3.784 0.513 -5.872
H3 5.046 0.732 -4.897
H4 4.664 -0.668 -5.222
N2 1.021 3.469 -0.436
H5 0.870 4.151 -1.166
H6 0.397 2.679 -0.508
H7 0.963 3.859 0.493
H8 1.954 3.166 -0.678
N3 3.196 -0.384 -2.270
H9 2.230 -0.090 -2.258
H10 3.398 -0.976 -3.063
H11 3.551 -0.953 -1.515
H12 3.818 0.413 -2.277
N4 4.087 -0.209 0.686
H13 3.903 0.703 0.293
H14 4.996 -0.482 0.343
H15 3.343 -0.861 0.479
H16 4.045 -0.113 1.691
C1 4.171 -4.434 0.350
C2 5.200 -5.258 0.693
C3 6.643 -4.842 0.408
O1 7.686 -5.542 0.692
C4 6.887 -3.623 -0.138
C5 5.826 -2.707 -0.556
C6 4.310 -3.158 -0.352
O2 3.391 -2.420 -0.641
O3 6.120 -1.554 -0.956
O4 4.889 -6.398 1.206
H17 3.160 -4.593 0.695
H18 7.917 -3.314 -0.243
O5 5.579 1.510 -3.462
C7 5.030 2.689 -2.883
C8 4.610 2.882 -1.333
O6 3.680 1.971 -0.784
H19 4.164 2.853 -3.524
H20 5.764 3.465 -3.098
H21 4.105 3.832 -1.159
H22 5.487 2.998 -0.696
Cl1 -0.171 0.353 -1.051
O7 -0.937 -0.760 -1.536
O8 0.677 0.910 -2.043
O9 -0.996 1.433 -0.685
O10 0.814 -0.204 -0.088
C9 -0.248 2.939 3.160
C10 1.141 3.601 2.847
N5 1.260 4.776 2.063
C11 2.635 5.250 1.878
C12 3.241 5.803 3.163
C13 0.286 5.809 2.474
C14 0.397 7.156 1.709
H23 -0.231 1.961 3.640
H24 -0.654 2.918 2.148
H25 -0.901 3.688 3.609
H26 1.645 3.806 3.792
H27 1.700 2.850 2.290
H28 3.232 4.491 1.374
H29 2.576 5.941 1.037
H30 4.157 6.389 3.087
H31 2.546 6.393 3.760
H32 3.503 4.996 3.847
H33 0.327 6.004 3.546
H34 -0.709 5.457 2.199
H35 -0.532 7.726 1.734
H36 0.463 6.989 0.634
H37 1.279 7.763 1.913
C15 -2.008 3.576 -3.729
C16 -1.768 5.064 -3.425
N6 -0.492 5.356 -2.708
C17 -0.653 6.698 -2.082
C18 -0.982 7.808 -3.105
C19 0.550 5.262 -3.752
C20 2.006 5.563 -3.187
H38 -1.217 3.176 -4.362
H39 -2.970 3.250 -4.124
H40 -1.764 3.152 -2.755
H41 -1.844 5.645 -4.344
H42 -2.602 5.521 -2.892
H43 -1.335 6.638 -1.234
H44 0.347 6.931 -1.718
H45 -1.954 7.737 -3.593
H46 -1.009 8.732 -2.528
H47 -0.236 7.911 -3.893
H48 0.427 5.974 -4.568
H49 0.449 4.242 -4.123
H50 2.129 6.569 -2.787
H51 2.700 5.499 -4.025
H52 2.251 4.868 -2.383
C21 -3.020 6.688 4.707
C22 -3.313 5.816 3.463
N7 -3.428 6.571 2.200
C23 -3.959 5.678 1.183
C24 -2.864 4.585 0.696
C25 -4.283 7.790 2.190
C26 -3.799 8.735 1.042
H53 -2.646 6.065 5.519
H54 -4.013 7.005 5.025
H55 -2.308 7.511 4.649
H56 -2.506 5.090 3.371
H57 -4.184 5.177 3.608
H58 -4.807 5.051 1.457
H59 -4.152 6.212 0.253
H60 -3.314 4.187 -0.214
H61 -1.915 5.114 0.609
H62 -2.594 3.791 1.392
H63 -4.377 8.361 3.114
H64 -5.327 7.484 2.122
H65 -3.662 8.262 0.070
H66 -2.843 9.199 1.285
H67 -4.473 9.592 1.041
C27 2.003 -0.308 3.921
C28 3.174 0.592 4.108
N8 4.349 0.060 3.441
C29 5.463 0.848 3.747
C30 5.372 2.194 3.155
C31 4.693 -1.357 3.792
C32 5.856 -1.960 3.063
H68 1.082 0.265 4.029
H69 1.944 -1.146 4.615
H70 1.924 -0.732 2.920
H71 2.807 1.551 3.743
H72 3.307 0.831 5.163
H73 5.472 1.066 4.815
H74 6.424 0.457 3.409
H75 4.684 2.823 3.720
H76 6.323 2.723 3.205
H77 4.911 2.152 2.168
H78 3.890 -2.074 3.620
H79 4.805 -1.395 4.875
H80 6.842 -1.791 3.497
H81 5.889 -1.686 2.009
H82 5.857 -3.048 3.121
C33 -4.205 -4.980 -3.397
C34 -4.880 -4.912 -1.962
N9 -3.989 -5.332 -0.875
C35 -4.666 -5.496 0.454
C36 -5.569 -6.674 0.378
C37 -2.868 -4.382 -0.781
C38 -1.913 -4.609 0.433
H83 -3.610 -5.871 -3.597
H84 -3.495 -4.230 -3.745
H85 -4.939 -4.834 -4.190
H86 -5.268 -3.920 -1.731
H87 -5.729 -5.581 -1.827
H88 -4.056 -5.471 1.357
H89 -5.167 -4.562 0.706
H90 -4.981 -7.585 0.259
H91 -6.030 -6.793 1.359
H92 -6.399 -6.587 -0.323
H93 -3.296 -3.380 -0.773
H94 -2.372 -4.572 -1.733
H95 -1.526 -5.625 0.510
H96 -2.185 -4.156 1.386
H97 -1.030 -3.999 0.244
C39 -0.282 -0.984 -5.498
C40 1.276 -0.655 -5.248
N10 2.089 -0.018 -6.329
C41 2.018 -0.870 -7.512
C42 2.547 -2.363 -7.392
C43 1.586 1.266 -6.698
C44 2.065 2.336 -5.785
H98 -0.503 -1.424 -6.471
H99 -0.863 -0.062 -5.528
H100 -0.497 -1.727 -4.730
H101 1.362 -0.056 -4.342
H102 1.690 -1.591 -4.874
H103 1.007 -0.993 -7.898
H104 2.698 -0.434 -8.244
H105 3.632 -2.407 -7.304
H106 1.970 -2.796 -6.575
H107 2.316 -2.914 -8.304
H108 0.499 1.191 -6.744
H109 1.955 1.587 -7.672
H110 1.603 3.201 -6.262
H111 3.115 2.629 -5.788
H112 1.713 2.182 -4.765
C45 1.276 -3.830 3.455
C46 2.126 -4.831 4.247
N11 2.015 -4.703 5.694
C47 0.863 -5.279 6.300
C48 0.599 -6.734 5.901
C49 3.310 -5.059 6.336
C50 3.798 -4.033 7.332
H113 1.866 -3.504 2.599
H114 1.191 -2.958 4.104
H115 0.372 -4.347 3.133
H116 1.945 -5.865 3.955
H117 3.148 -4.663 3.907
H118 0.863 -5.115 7.378
H119 0.074 -4.554 6.097
H120 1.539 -7.277 5.998
H121 -0.113 -7.169 6.603
H122 0.159 -6.850 4.910
H123 4.171 -5.091 5.669
H124 3.068 -5.915 6.965
H125 3.998 -3.146 6.731
H126 4.737 -4.215 7.855
H127 3.072 -3.869 8.128
C51 -7.462 1.976 -0.460
C52 -6.235 1.112 -0.483
N12 -6.383 0.151 -1.553
C53 -5.917 -1.253 -1.189
C54 -6.927 -1.911 -0.335
C55 -5.670 0.659 -2.766
C56 -5.823 -0.355 -3.925
H128 -7.315 2.810 -1.146
H129 -7.511 2.434 0.528
H130 -8.431 1.507 -0.633
H131 -5.302 1.666 -0.581
H132 -6.158 0.623 0.489
H133 -5.866 -1.803 -2.128
H134 -4.888 -1.344 -0.842
H135 -6.976 -2.998 -0.290
H136 -6.862 -1.604 0.708
H137 -7.915 -1.595 -0.670
H138 -4.626 0.895 -2.559
H139 -6.053 1.635 -3.064
H140 -5.030 -1.101 -3.860
H141 -5.462 0.176 -4.806
H142 -6.805 -0.757 -4.175
C57 -5.365 0.630 4.915
C58 -4.441 -0.404 5.446
N13 -3.371 -0.693 4.430
C59 -2.281 -1.564 4.926
C60 -1.676 -0.890 6.161
C61 -3.727 -1.105 3.086
C62 -2.632 -0.937 2.115
H143 -4.728 1.488 4.699
H144 -6.121 0.818 5.677
H145 -5.901 0.333 4.013
H146 -4.068 0.171 6.293
H147 -4.950 -1.291 5.822
H148 -2.674 -2.548 5.181
H149 -1.354 -1.796 4.401
H150 -1.259 0.103 5.993
H151 -2.412 -0.776 6.957
H152 -0.898 -1.518 6.595
H153 -4.568 -0.594 2.616
H154 -4.007 -2.158 3.041
H155 -2.162 0.046 2.165
H156 -2.963 -1.100 1.089
H157 -1.883 -1.679 2.390
C63 0.919 -4.106 -1.921
C64 0.210 -5.227 -2.626
N14 1.015 -6.178 -3.389
C65 1.710 -5.554 -4.477
C66 2.774 -6.500 -5.111
C67 0.313 -7.462 -3.818
C68 -0.940 -7.267 -4.731
H158 1.534 -4.525 -1.124
H159 0.198 -3.372 -1.563
H160 1.717 -3.573 -2.438
H161 -0.369 -5.818 -1.917
H162 -0.557 -4.824 -3.288
H163 1.127 -5.294 -5.360
H164 2.181 -4.592 -4.274
H165 3.307 -5.802 -5.756
H166 3.528 -6.744 -4.362
H167 2.357 -7.312 -5.708
H168 -0.077 -7.743 -2.840
H169 1.153 -8.050 -4.188
H170 -0.688 -6.968 -5.749
H171 -1.526 -6.405 -4.414
H172 -1.580 -8.150 -4.704

Results
electronic energy: -4672.53182 hartree
net charge: -1
lowest unoccupied orbital energy: 1.5362 eV

Entry from the Open Molecules 2025 dataset: a molecular structure, H6LiO7S at a distorted geometry (ωB97M-V with the def2-TZVPD basis set).

Positions of all 15 atoms, in Å:
Li1 0.032 -0.920 -0.637
S1 -0.013 1.462 4.421
O1 0.173 0.268 3.618
O2 0.606 1.290 5.716
O3 0.594 2.607 3.696
O4 -1.421 1.698 4.662
O5 -3.658 0.144 -1.951
H1 -4.268 0.508 -2.593
H2 -4.198 -0.031 -1.180
O6 1.650 -4.129 -2.448
H3 1.789 -4.971 -2.015
H4 2.220 -4.158 -3.217
O7 2.045 1.727 -2.569
H5 2.008 2.085 -3.456
H6 2.442 2.422 -2.045

Results
electronic energy: -935.91674 hartree
net charge: -1
lowest unoccupied orbital energy: 0.5018 eV
ΔE to the lowest compared entry with this formula, charge and spin: 5.391 eV

What is the net charge in the first record?
-1

Which formula does entry 2 have?
H6LiO7S

Which formula does entry 1 have?
C68H172ClN14O10